# C37H73NO13Rb3

A structure of composition C37H73NO13Rb3 at a distorted geometry (ωB97M-V with the def2-TZVPD basis set, OMol25).

The geometry in XYZ format:
```
127
Properties=species:S:1:pos:R:3:forces:R:3:mulliken_charge:R:1
C -1.3331 -5.5350 8.2221 1.54 0.00 -0.78 0.796
H -0.9662 -2.2843 -8.4710 -0.25 -0.51 -0.43 0.296
C -2.3435 -0.1298 -8.8713 -0.23 1.92 -0.09 -1.027
H -4.8326 3.0520 -5.4349 0.05 -0.24 0.27 0.272
O -4.0352 -1.4118 -7.9260 -0.36 -0.20 0.39 -0.588
H -7.8998 -0.5136 -5.4711 -0.37 -0.38 -0.07 0.311
C 2.8527 5.6845 5.2579 -0.54 -1.28 0.98 -0.849
H 1.9794 6.0912 4.7479 0.12 0.50 0.04 0.144
C 0.7399 1.5688 0.3650 -0.28 -0.31 -0.55 -0.559
H -1.8577 -2.7099 -7.0300 0.01 0.01 0.18 0.233
O 0.5328 -7.2884 3.5599 -2.04 3.33 -0.04 -0.744
H -2.5234 7.9283 2.4769 0.55 0.49 0.16 0.283
H 8.3120 -2.8003 5.8791 0.41 -0.03 0.45 0.290
O -2.4146 5.8872 4.3805 -0.24 -0.54 -4.47 -0.569
Rb -3.0789 -4.4583 3.6210 0.51 0.06 0.18 0.901
C 2.0301 -1.9091 1.4487 -1.56 0.58 -0.17 -1.546
C 2.2462 4.6947 6.2907 -0.28 -0.69 -2.40 0.705
H 3.4633 6.4026 5.8053 -0.14 0.14 -0.42 0.298
Rb -4.1688 -5.2040 -1.7526 0.03 0.46 -0.11 0.890
H 0.5448 -0.2156 3.2273 0.08 0.13 0.11 0.337
H 0.0083 -6.8283 9.2589 0.01 0.05 0.23 0.320
H -8.5380 -3.9428 -3.4869 0.16 -0.26 -0.12 0.293
H -3.4301 3.9594 2.4151 -0.04 0.37 0.79 0.319
H -0.3287 -0.8764 -2.8317 0.55 0.05 0.43 0.350
O -0.6448 -2.4866 -0.0399 0.44 2.09 0.06 -0.964
H 6.6631 -3.6269 8.7085 0.04 0.58 0.02 0.300
H -2.6501 1.0337 -0.6187 -0.09 0.26 0.07 0.431
H -3.4794 6.9340 -4.8977 0.30 0.00 0.26 0.278
H -1.6114 6.9273 1.3390 0.11 0.23 -0.04 0.302
H -0.4992 -3.5985 7.5448 0.20 -0.09 0.09 0.264
H -8.1485 -3.6896 -5.2119 0.38 0.17 0.05 0.285
C -0.1233 -4.6071 7.7163 -1.41 -1.40 0.65 -0.980
O -6.7469 -2.0173 -3.1093 -1.88 -1.40 -0.97 -0.613
H 2.7950 5.2858 -3.1983 0.48 0.34 0.46 0.221
H -4.1812 6.0975 -3.4826 0.39 0.14 0.36 0.313
H -2.5690 -3.3077 -8.4841 0.75 -0.36 -0.39 0.303
C 6.2639 -3.6187 7.6943 -0.52 -1.12 0.17 -1.026
H 2.4068 0.3728 0.2010 -0.08 -1.02 -0.43 0.352
H 2.8257 -1.9515 0.7050 -0.46 0.02 -0.48 0.351
H -2.4271 -0.2000 -9.9558 0.33 -0.30 -0.10 0.277
H -0.5445 2.0594 -1.2596 -0.58 -0.07 0.03 0.368
H 1.6228 -2.8947 1.6745 0.21 -0.07 0.00 0.308
O 2.1538 4.9160 7.4495 0.19 0.58 1.62 -0.516
C -0.8362 -0.0610 -0.7922 0.57 -1.07 -0.44 2.018
C -8.1493 -0.6941 -4.4255 0.57 0.26 1.30 -0.956
H -0.7538 7.3893 2.8346 -0.42 0.41 0.17 0.274
H 6.6048 -4.5800 7.3097 0.86 0.32 -0.69 0.326
H -0.0504 -1.8189 3.0649 0.00 -0.26 -0.35 0.272
Rb 1.6556 -6.3902 -0.4302 0.13 0.13 0.55 0.962
O -2.4775 -5.1570 8.1675 0.08 -0.01 -0.04 -0.564
C 2.2855 5.3234 -5.1937 -0.55 3.11 0.44 0.731
C 4.4191 -1.4418 -3.7643 -0.01 -0.86 0.67 -0.983
H -1.0140 -0.4565 2.4877 0.05 -0.08 -0.36 0.314
H -3.0178 0.6883 -8.6178 -0.02 0.07 0.04 0.319
H 1.3838 2.4194 0.1415 -0.12 0.28 0.44 0.410
C -1.7287 7.1872 2.3911 -1.22 -2.53 0.40 -0.870
H 3.4604 -1.5819 -3.2650 -0.16 0.32 -0.42 0.205
C 6.4819 -2.7817 -4.0947 1.93 -0.38 -1.40 -1.133
H 1.6963 3.8000 -6.5581 0.01 0.11 -0.15 0.312
O 1.4298 6.2021 -5.4649 2.36 -3.07 0.65 -0.584
C 1.2752 -8.1798 3.9128 -1.69 -1.13 -5.75 0.705
O 1.6445 -9.1100 3.1508 0.71 -1.20 -2.04 -0.840
C -0.9241 -6.9412 8.7057 0.38 0.76 0.40 -1.025
H -0.6316 -7.6340 7.9167 -0.37 0.20 -0.39 0.272
H 0.7024 1.0823 -1.8215 0.60 -0.38 0.35 0.311
N -0.0292 -1.1203 -0.0624 0.35 -2.86 -0.04 0.305
C -7.7419 -2.0415 -3.8590 2.44 1.99 0.08 0.823
H -3.6902 5.5179 1.6044 -0.29 -0.17 -0.30 0.334
H -1.8550 0.7287 0.9444 0.00 0.14 -0.10 0.238
H 4.3649 -1.1444 -4.8115 -0.20 0.22 0.13 0.354
C 2.5020 4.0197 -5.8577 -1.24 -0.46 -1.16 -1.018
H -7.5122 -0.0427 -3.8273 -0.15 0.45 -0.28 0.273
H 1.0644 2.8689 6.4371 0.16 0.12 0.12 0.336
C -8.5052 -3.2151 -4.2977 -0.93 -1.12 0.59 -1.060
H 3.6939 6.6052 -4.1357 -0.55 0.13 0.48 0.335
H 5.2004 -3.8559 7.7213 -0.18 0.67 0.37 0.292
H 0.2735 -5.0553 6.8054 -0.11 0.02 -0.22 0.277
H -5.3701 3.8917 -3.9688 0.19 -0.38 0.48 0.302
C -2.9561 4.8935 2.1135 -0.15 0.28 0.23 -1.101
C 7.8154 -1.9348 6.3177 -0.35 0.00 -0.67 -0.983
C 5.1226 -2.7828 -3.6732 -3.54 -1.63 1.87 0.867
H -1.7403 0.0231 -2.9669 -0.28 0.84 0.70 0.350
C 1.6551 3.4003 5.6908 -0.01 0.31 0.31 -0.984
O 4.5181 -3.7818 -3.2194 1.37 1.95 -1.05 -0.613
C -4.2129 4.9893 -5.2305 -0.43 1.82 -4.18 0.795
H -1.7672 -1.5302 -2.2153 -0.13 -0.01 0.50 0.262
H 6.9304 -3.7747 -4.1246 0.17 0.20 0.55 0.300
C 3.3533 5.5708 -4.0900 -0.70 0.30 -1.03 -0.906
H -2.2504 4.5845 1.3423 0.40 0.43 0.11 0.261
H -9.5409 -2.9433 -4.5015 0.03 0.14 -0.03 0.323
C -3.5200 5.9964 -4.3433 -0.80 -0.01 -1.07 -1.009
H 2.5430 3.1649 -5.1825 0.38 0.25 0.26 0.288
H 7.6405 -1.2601 5.4797 -0.33 0.00 0.01 0.308
H -1.3433 0.1848 -8.5734 0.13 -0.37 -0.16 0.349
O -4.5336 5.2101 -6.4330 1.05 -0.24 3.48 -0.599
H 6.4894 -2.4463 -5.1317 0.03 0.19 -0.23 0.339
H -9.1802 -0.4695 -4.1518 -0.14 -0.02 -0.51 0.335
O 1.7272 -8.3511 5.0638 1.62 0.74 6.19 -0.423
H -1.6583 -7.3965 9.3703 -0.14 0.13 -0.27 0.310
H 0.0358 1.7658 1.1733 -0.41 0.73 -0.35 0.126
H 0.7028 -4.6635 8.4251 -0.14 0.31 0.12 0.341
C -2.8667 -1.3397 -8.2261 -0.62 0.42 -0.31 0.763
C -4.5188 3.7105 -4.6250 -0.33 -1.02 -0.28 -0.877
H 8.4482 -1.3403 6.9766 0.01 -0.57 0.45 0.289
H 0.9863 3.6309 4.8616 0.14 0.07 -0.19 0.249
H 7.0293 -2.0011 -3.5663 0.30 -0.33 0.18 0.331
H -3.6090 3.3622 -4.1359 -0.37 -0.34 0.44 0.227
H 2.2159 -9.1191 4.7592 1.08 -1.24 1.08 0.329
O 5.4695 -1.7323 6.5461 0.52 -0.28 0.25 -0.542
C 1.5661 0.4441 0.8911 0.74 -0.51 0.47 -1.337
H 2.1198 0.7131 1.7907 -0.36 0.30 0.47 0.552
H 2.5197 -1.4838 2.3248 -0.09 -0.25 0.30 0.368
C -2.0855 0.3074 -0.0341 -0.86 0.18 0.05 -1.731
C 0.0403 1.1889 -0.9622 -0.21 0.28 0.81 -1.128
C -1.2053 -0.5968 -2.2474 0.46 -0.84 0.37 -1.711
H 2.4479 2.7384 5.3424 0.06 0.06 -0.12 0.300
H 4.2708 4.9929 -4.2013 -0.35 -0.48 -0.01 0.317
C -2.3869 5.9043 3.1187 1.33 1.00 2.94 0.767
C 6.4592 -2.3691 6.8613 -0.48 0.44 -0.36 0.745
H 5.0009 -0.7271 -3.1822 0.02 0.24 -0.22 0.334
C -0.0042 -0.8629 2.5434 0.67 0.42 -0.43 -1.361
C -1.9675 -2.4879 -8.0915 0.25 -0.69 0.90 -0.924
H 3.3923 5.1073 4.5071 0.28 0.18 0.06 0.320
H 3.4277 4.1265 -6.4233 0.15 -0.26 0.08 0.305
H -2.5358 5.6046 -4.0863 -0.03 0.24 0.23 0.299
H -2.7712 -0.5228 0.1355 0.26 -0.33 -0.06 0.243
C 0.8101 -0.9063 1.1802 0.13 0.97 -1.36 1.260
```
Positions in Å, forces in eV/Å.

The lowest unoccupied orbital energy comes out at -4.29 eV. For the HOMO-LUMO gap, the calculation gives 2.974 eV. Its total energy is -69613.0154 eV. The total charge is +1.